77
Properties=species:S:1:pos:R:3:lowdin_charge:R:1 method="wB97M-V/def2-TZVPD" spin_multiplicity=4 homo_energy_ev="-0.4 / -0.7" lumo_energy_ev="3.701 / 3.701" e_tot_ev=-211517.8444 total_charge=-2
Cr 0.76 0.44 0.86 0.7138
C 3.06 -2.06 -1.01 -0.0395
C 2.09 -1.48 0.01 -0.6355
O 2.57 -0.26 0.53 -0.2722
C 1.77 -2.50 1.09 -0.0347
C 1.12 -2.13 2.22 -0.3878
C 0.91 -3.07 3.37 -0.0589
N 0.65 -0.87 2.31 -0.1359
N 0.33 -0.34 3.56 0.1015
C 0.52 0.94 3.53 -0.4754
O 1.00 1.60 2.50 -0.2028
C 0.17 1.73 4.73 -0.1328
C -0.39 1.14 5.86 -0.0392
C -0.70 1.90 6.98 -0.1152
C -0.46 3.27 6.99 -0.1339
C 0.09 3.87 5.86 -0.1087
C 0.40 3.11 4.75 -0.0357
H 3.29 -1.31 -1.77 0.0737
H 2.62 -2.93 -1.50 0.0779
H 3.99 -2.36 -0.51 0.0719
H 2.14 -3.52 0.98 0.0830
H 1.41 -4.02 3.18 0.0592
H -0.16 -3.24 3.53 0.0679
H 1.29 -2.63 4.30 0.0602
H -0.58 0.07 5.84 0.1018
H -1.15 1.42 7.84 0.0863
H -0.72 3.86 7.86 0.0807
H 0.27 4.94 5.85 0.0880
H 0.82 3.56 3.85 0.0941
O 3.24 5.03 -2.62 0.0541
C 2.64 4.04 -1.89 -0.3112
C 3.22 3.50 -0.75 0.0117
C 2.55 2.50 -0.09 -0.0921
N 1.36 2.04 -0.49 -0.0268
C 0.81 2.57 -1.57 -0.7115
Br -0.87 1.94 -2.13 0.8919
C 1.42 3.57 -2.33 -0.0447
H 4.08 5.26 -2.20 0.0984
H 4.19 3.84 -0.39 0.1124
H 2.96 2.01 0.78 0.1136
H 0.94 3.97 -3.21 0.1094
C 0.78 -1.02 -0.67 -0.1114
C 0.24 -1.40 -1.75 -0.0627
C -0.35 -1.79 -2.89 -0.1784
C 0.13 -1.28 -4.18 -0.1714
C -0.23 -1.83 -5.42 -0.0564
C 0.27 -1.34 -6.61 -0.1243
C 1.17 -0.28 -6.63 -0.1413
C 1.56 0.27 -5.41 -0.1095
C 1.06 -0.22 -4.22 -0.0627
C -1.44 -2.79 -2.80 -0.1851
C -1.37 -3.81 -1.84 -0.0499
C -2.40 -4.72 -1.68 -0.1043
C -3.54 -4.65 -2.47 -0.1294
C -3.64 -3.64 -3.41 -0.1126
C -2.61 -2.72 -3.57 -0.0604
H -0.91 -2.68 -5.44 0.0935
H -0.03 -1.81 -7.55 0.0860
H 1.56 0.10 -7.56 0.0782
H 2.27 1.09 -5.39 0.0912
H 1.39 0.20 -3.28 0.0867
H -0.49 -3.85 -1.21 0.1119
H -2.31 -5.49 -0.92 0.0935
H -4.35 -5.36 -2.33 0.0823
H -4.53 -3.54 -4.02 0.0876
H -2.72 -1.91 -4.28 0.1071
Cl -2.06 -1.62 0.85 0.7341
C -2.38 0.03 1.31 -0.6544
C -1.40 1.00 1.12 -0.2150
C -1.83 2.29 1.42 -0.6585
Cl -0.77 3.67 1.14 0.6708
C -3.09 2.61 1.92 -0.7065
Cl -3.55 4.25 2.29 0.6093
C -4.01 1.59 2.14 -0.7171
Cl -5.58 1.95 2.78 0.6098
C -3.65 0.29 1.82 -0.7036
Cl -4.81 -0.98 2.06 0.6159


71
Properties=species:S:1:pos:R:3:lowdin_charge:R:1 method="wB97M-V/def2-TZVPD" relative_energy_kcal_mol=56.80 spin_multiplicity=2 homo_energy_ev="-15.4 / -15.5" lumo_energy_ev="-10.018 / -10.014" e_tot_ev=-77580.6802 total_charge=+3
Ir -0.26 2.07 0.20 0.9921
Cl -7.28 0.37 0.79 0.7602
C -5.57 0.47 0.72 -0.6494
C -4.79 -0.65 1.03 -0.0462
C -3.41 -0.60 0.95 0.0041
C -2.76 0.58 0.56 -0.2955
O -1.42 0.55 0.44 -0.3836
C -3.54 1.73 0.30 -0.1236
C -3.00 3.03 0.06 -0.0110
N -1.74 3.36 0.11 -0.0735
C -1.31 4.72 -0.01 -0.1728
C -2.13 5.83 0.05 0.0367
C -1.58 7.12 -0.10 -0.0098
C -0.23 7.28 -0.29 0.0253
C 0.64 6.16 -0.31 -0.1215
C 2.03 6.25 -0.47 0.0634
C 2.80 5.12 -0.46 -0.0028
C 2.18 3.89 -0.28 -0.1069
N 0.87 3.74 -0.12 -0.1129
C 0.08 4.88 -0.15 -0.1553
C -4.95 1.65 0.36 -0.0226
H -5.28 -1.56 1.34 0.1235
H -2.82 -1.46 1.21 0.0937
H -3.71 3.82 -0.15 0.1400
H -3.19 5.74 0.23 0.1235
H -2.23 7.97 -0.06 0.1302
H 0.19 8.27 -0.41 0.1359
H 2.49 7.23 -0.60 0.1446
H 3.87 5.16 -0.58 0.1270
H 2.77 2.98 -0.24 0.0778
H -5.54 2.52 0.15 0.1287
I 1.58 0.08 -0.25 1.4846
C 3.49 -0.82 0.20 -0.4302
C 4.58 -0.06 0.46 -0.0743
C 5.80 -0.77 0.62 -0.0124
C 5.83 -2.13 0.49 0.0310
C 4.66 -2.88 0.21 -0.1225
C 4.69 -4.29 0.08 0.0454
C 3.56 -5.01 -0.19 -0.0053
C 2.32 -4.35 -0.33 -0.0248
C 2.24 -2.98 -0.20 -0.3093
P 0.61 -2.24 -0.25 0.9546
C -0.23 -2.49 -1.76 -0.3697
C 0.51 -2.52 -2.95 -0.0611
C -0.15 -2.72 -4.15 -0.0224
C -1.53 -2.89 -4.16 0.0041
C -2.26 -2.86 -2.98 -0.0185
C -1.63 -2.64 -1.77 -0.0479
C -0.31 -2.54 1.22 -0.3718
C -0.29 -1.71 2.34 -0.0950
C -0.95 -2.10 3.49 -0.0289
C -1.62 -3.32 3.53 -0.0118
C -1.64 -4.15 2.42 -0.0254
C -0.99 -3.77 1.26 -0.0785
C 3.41 -2.22 0.06 -0.2189
H 4.56 1.01 0.55 0.1150
H 6.70 -0.22 0.83 0.1328
H 6.76 -2.67 0.61 0.1412
H 5.64 -4.80 0.19 0.1426
H 3.60 -6.08 -0.30 0.1333
H 1.44 -4.94 -0.53 0.1270
H 1.59 -2.40 -2.94 0.1197
H 0.41 -2.75 -5.07 0.1298
H -2.03 -3.06 -5.10 0.1332
H -3.34 -3.00 -3.00 0.1294
H -2.20 -2.60 -0.86 0.0993
H 0.22 -0.75 2.32 0.0804
H -0.94 -1.46 4.36 0.1287
H -2.13 -3.62 4.43 0.1310
H -2.16 -5.10 2.45 0.1294
H -1.01 -4.43 0.39 0.1169